A | The following is a quantum chemistry calculation of an isolated molecule of C4H12OSi, from the OMol25 dataset.

Values from the calculation:
- SMILES string: C[C@H](O)[SiH](C)C
- HOMO-LUMO gap: 10.62 eV

Structure (XYZ):
```
18
Properties=species:S:1:pos:R:3:nbo_charge:R:1
C 2.1318 -0.4441 -0.5439 -0.639
C 0.8934 0.3977 -0.2725 -0.326
O 1.0274 0.9196 1.0261 -0.743
Si -0.8615 -0.2147 -0.3317 1.359
C -0.9426 -1.4977 1.0569 -1.082
C -2.0969 1.2881 -0.2213 -1.069
H 2.1599 -1.3636 0.1259 0.213
H 2.2251 -0.9004 -1.6155 0.213
H 3.0853 0.0945 -0.5243 0.209
H 0.9293 1.2666 -0.8740 0.173
H 1.8004 1.3782 1.1410 0.459
H -0.7320 -0.3743 -1.7810 -0.192
H -0.2404 -1.4706 1.8766 0.263
H -1.9288 -1.6460 1.3345 0.231
H -0.7905 -2.4344 0.3664 0.227
H -3.1503 1.2225 -0.0964 0.240
H -1.7611 2.1091 0.4605 0.243
H -1.7484 1.6696 -1.1273 0.221
```



B | The following is a quantum chemistry calculation of a cluster of 2 separate species, C4H12OSi in total, from the OMol25 dataset.

Values from the calculation:
- SMILES string: C[SiH](C)O.C=C
- HOMO-LUMO gap: 10.83 eV

Structure (XYZ):
```
18
Properties=species:S:1:pos:R:3:nbo_charge:R:1
C 1.6945 -1.3342 0.9662 -1.061
Si 1.4546 0.6196 0.7106 1.656
C 2.3733 1.3812 -0.6666 -1.183
O -0.1591 0.8174 0.4448 -1.118
H 2.4874 -1.5814 1.7261 0.231
H 0.8622 -1.9056 1.2183 0.238
H 2.0648 -1.5040 0.0263 0.215
H 1.7225 1.4479 1.9685 -0.249
H 3.4657 1.3465 -0.5410 0.250
H 2.1779 0.8467 -1.5973 0.246
H 2.0633 2.4676 -1.0423 0.268
H -0.7984 0.9352 1.2273 0.509
C -3.1409 -1.0871 -1.1532 -0.385
C -3.3326 -0.0462 -0.3368 -0.389
H -2.0848 -1.4470 -1.5020 0.195
H -3.9180 -1.6987 -1.6228 0.197
H -2.5849 0.5097 0.2476 0.195
H -4.3475 0.2324 -0.0736 0.186
```



Which of them is the least stable? Correct choice: A.



A | The following is a quantum chemistry calculation of a structure of composition C7H11N, from the OMol25 dataset.

Values from the calculation:
- HOMO-LUMO gap: 9.76 eV

Structure (XYZ):
```
19
Properties=species:S:1:pos:R:3:nbo_charge:R:1
C 2.0213 -0.7059 -0.0913 -0.374
C 1.9664 0.7074 0.2450 -0.413
C 0.5521 0.6570 -0.4676 -0.214
C -1.0207 1.0448 -0.2013 -0.078
C -1.5101 0.1593 0.8936 -0.395
C -1.0232 -0.9274 0.2112 -0.077
C 0.5118 -0.6943 0.1971 -0.247
H 2.7195 -1.3889 0.2373 0.213
H 1.9952 -1.0127 -1.2303 0.199
H 2.6043 1.7179 0.1796 0.227
H 1.8229 0.6770 1.4217 0.199
H 0.6399 0.6501 -1.5725 0.219
H -1.2655 2.0613 -0.3923 0.221
H -2.6161 0.2608 0.7790 0.210
H -1.6815 0.5258 2.2209 0.148
H -1.4024 -2.0803 0.2190 0.218
H -2.4887 -0.2813 -1.0286 0.343
H 0.4793 -0.5603 1.2409 0.171
N -1.3991 -0.2878 -0.9707 -0.568
```



B | The following is a quantum chemistry calculation of an isolated molecule of C7H11N, from the OMol25 dataset.

Values from the calculation:
- SMILES string: C[C@H]1N=C1C1(C)CC1
- HOMO-LUMO gap: 8.42 eV

Structure (XYZ):
```
19
Properties=species:S:1:pos:R:3:nbo_charge:R:1
C 2.3700 -0.3172 1.4018 -0.650
C 1.8813 -0.8149 0.1201 -0.160
N 0.8453 -1.9092 0.0936 -0.370
C 0.1443 -0.8926 -0.1136 0.314
C -0.8308 0.0752 -0.3887 -0.154
C -0.6527 1.3814 0.3742 -0.590
C -2.2470 -0.3749 -0.6001 -0.394
C -1.4535 0.0749 -1.8034 -0.389
H 2.1263 0.6668 1.6091 0.203
H 3.4864 -0.4348 1.3505 0.220
H 1.9321 -1.0764 2.1797 0.222
H 2.2453 -0.5310 -0.8461 0.187
H -1.5638 1.8938 0.7319 0.220
H 0.0459 1.9085 -0.2139 0.221
H -0.0722 1.0049 1.2221 0.221
H -2.8899 0.3792 -0.1090 0.217
H -2.3640 -1.4114 -0.4606 0.221
H -1.0373 -0.6426 -2.4198 0.229
H -1.9659 1.0204 -2.1279 0.233
```



Which of them is the least stable? Correct choice: A.



A | The following is a quantum chemistry calculation of a cluster of 2 separate species, C3H10N3S in total, from the OMol25 dataset.

Values from the calculation:
- Total charge: +1
- HOMO-LUMO gap: 9.88 eV

Structure (XYZ):
```
17
Properties=species:S:1:pos:R:3:nbo_charge:R:1
C -0.2909 0.8790 1.3918 0.596
C 0.9156 -0.9599 -1.6974 -0.667
C 0.6241 -0.6261 -0.2887 0.256
N -1.1248 1.9132 1.3965 -0.822
N 0.3630 0.2213 2.2447 -0.724
N -0.1485 0.3653 0.0309 -0.554
S 1.6920 -1.3437 0.8536 0.343
H 0.0897 -1.5955 -1.8898 0.267
H 0.8048 0.0394 -2.3122 0.255
H 1.7639 -1.5282 -1.8477 0.257
H -1.7164 -0.4564 -1.4597 -0.072
H -1.3312 2.3920 2.3080 0.429
H -1.5822 2.4737 0.6984 0.431
H 0.2374 0.4318 3.2270 0.400
H -1.8969 -0.9193 -1.9887 0.072
H -0.7877 0.8181 -0.6694 0.437
H 2.3879 -2.1046 0.0027 0.099
```



B | The following is a quantum chemistry calculation of a cluster of 2 separate species, C3H10N3S in total, from the OMol25 dataset.

Values from the calculation:
- Total charge: +1
- HOMO-LUMO gap: 8.34 eV

Structure (XYZ):
```
17
Properties=species:S:1:pos:R:3:nbo_charge:R:1
C 1.6241 0.4966 1.8051 -0.022
C -1.1955 -1.0474 -1.1571 -0.316
C -0.6747 0.4098 -1.4093 0.306
N 2.2205 1.1602 2.8763 -0.752
N -1.4953 1.4786 -1.4390 -0.688
N -0.2155 -1.9424 -0.4793 -0.811
S 0.6463 1.3196 0.7973 -0.123
H -2.1138 -1.0236 -0.4740 0.234
H -1.4656 -1.4378 -2.1777 0.240
H 0.3720 0.6201 -1.8022 0.251
H 2.8132 0.7428 3.6935 0.439
H 2.2481 2.1569 2.7924 0.415
H -2.4005 1.3870 -0.9697 0.424
H 1.8073 -0.4531 1.4644 0.224
H 0.6958 -2.0586 -1.0784 0.364
H -0.5934 -2.9017 -0.6483 0.380
H -0.9779 2.3545 -1.2913 0.435
```



C | The following is a quantum chemistry calculation of a structure of composition C3H10N3S, from the OMol25 dataset.

Values from the calculation:
- Total charge: +1
- HOMO-LUMO gap: 8.30 eV

Structure (XYZ):
```
17
Properties=species:S:1:pos:R:3:nbo_charge:R:1
C 1.8954 0.5476 -0.3024 -0.231
C 0.9685 1.3962 0.5864 -0.580
C -1.8434 -0.1871 -0.0161 0.572
N -0.9706 -1.1237 0.3413 -0.800
N -3.1270 -0.2443 -0.1574 -0.769
N 1.4196 -0.8849 -0.4110 -0.849
S -0.6007 1.8392 -0.1631 0.213
H 2.0118 1.1066 -1.1854 0.217
H 2.9003 0.4723 0.1165 0.205
H 0.8149 0.7961 1.4364 0.226
H 1.5039 2.3491 0.6906 0.276
H -1.2377 -2.0893 0.0373 0.397
H 0.0597 -1.0587 0.1985 0.434
H -3.6007 0.6589 -0.3449 0.446
H -3.7263 -1.0338 -0.0507 0.436
H 1.6651 -1.2531 -1.2865 0.409
H 1.8672 -1.2911 0.5105 0.397
```



Which of them is the least stable? Correct choice: C.



A | The following is a quantum chemistry calculation of an isolated molecule of C2H3NO4, from the OMol25 dataset.

Values from the calculation:
- SMILES string: O=C(O)C(=O)NO
- HOMO-LUMO gap: 9.80 eV

Structure (XYZ):
```
10
Properties=species:S:1:pos:R:3:nbo_charge:R:1
O 2.0500 -0.8907 0.3864 -0.503
C 1.1166 -0.0636 0.0233 0.688
O 1.4957 1.3148 -0.1676 -0.697
C -0.2448 -0.1851 -0.2288 0.466
O -0.4876 -1.3586 -0.3485 -0.491
N -1.2189 0.8034 -0.0819 -0.295
O -2.5247 0.1580 0.2332 -0.560
H 2.4255 1.3207 -0.2030 0.497
H -0.8955 1.5426 0.7923 0.407
H -2.4960 -0.7829 0.3889 0.489
```



B | The following is a quantum chemistry calculation of a cluster of 2 separate species, C2H3NO4 in total, from the OMol25 dataset.

Values from the calculation:
- SMILES string: O=[N+]([O-])O.C#CO
- HOMO-LUMO gap: 10.62 eV

Structure (XYZ):
```
10
Properties=species:S:1:pos:R:3:nbo_charge:R:1
O -1.0516 1.0998 2.8717 -0.340
N -0.4329 0.5305 2.0563 0.752
O 0.2664 -0.3974 2.2284 -0.388
O -0.5593 1.0592 0.7968 -0.569
H -0.2479 0.5944 0.0096 0.501
C 1.0070 -0.3466 -0.6671 -0.442
C 0.4876 -0.3844 -1.7518 0.357
O -0.3759 -0.4555 -2.7007 -0.657
H 1.6248 -0.4437 0.1670 0.268
H -0.7183 -1.2563 -3.0103 0.518
```



Which of them is the least stable? Correct choice: B.



A | The following is a quantum chemistry calculation of an isolated molecule of C9H18N2O4, from the OMol25 dataset.

Values from the calculation:
- SMILES string: CC(C)[C@H](CNO)C(=O)NCCC(=O)O
- HOMO-LUMO gap: 9.19 eV

Structure (XYZ):
```
33
Properties=species:S:1:pos:R:3:nbo_charge:R:1
C 3.2803 1.0208 0.4235 -0.610
C 1.8036 1.0155 0.1087 -0.208
C 1.5889 1.6167 -1.2520 -0.607
C 0.9016 1.7678 1.1587 -0.327
C 1.2393 1.4578 2.6491 -0.235
N 0.9412 0.0666 3.0964 -0.378
O 1.6869 -1.0127 2.6174 -0.598
C -0.5758 1.4713 0.9785 0.692
O -1.3438 2.4143 0.8163 -0.625
N -1.0040 0.1524 0.9662 -0.665
C -2.3779 -0.2505 0.5825 -0.205
C -2.2995 -1.5693 -0.1097 -0.518
C -1.5535 -2.5753 0.7394 0.783
O -2.1034 -3.1209 1.6471 -0.581
O -0.2664 -2.8476 0.3846 -0.688
H 3.8630 0.5217 -0.3757 0.216
H 3.6472 2.0487 0.5457 0.201
H 3.4671 0.4606 1.3540 0.210
H 1.4699 -0.0519 0.0572 0.200
H 1.9340 0.8889 -1.9971 0.208
H 0.5446 1.8205 -1.4789 0.216
H 2.1890 2.5175 -1.3423 0.203
H 1.0737 2.8230 1.0538 0.231
H 2.2844 1.7010 2.8492 0.201
H 0.6891 2.1447 3.3021 0.221
H -0.0893 -0.0701 3.1254 0.363
H 2.4768 -1.2288 3.1465 0.476
H -0.2866 -0.5299 1.0384 0.409
H -3.0403 -0.2707 1.4360 0.206
H -2.8154 0.5046 -0.1098 0.230
H -1.7948 -1.4455 -1.0926 0.228
H -3.3084 -1.9681 -0.2408 0.250
H 0.0465 -3.5563 0.9285 0.499
```



B | The following is a quantum chemistry calculation of an isolated molecule of C9H18N2O4, from the OMol25 dataset.

Values from the calculation:
- SMILES string: O=C(CCCCCCCC(=O)NO)NO
- HOMO-LUMO gap: 9.78 eV

Structure (XYZ):
```
33
Properties=species:S:1:pos:R:3:nbo_charge:R:1
O -3.2991 -1.2914 -1.1737 -0.588
C -2.3812 -1.6019 -0.4288 0.697
C -2.3416 -1.3645 1.1191 -0.539
C -1.4548 -0.1553 1.2532 -0.417
C -2.0301 1.2488 0.4987 -0.422
C -1.0585 2.3738 0.2452 -0.430
C -0.1644 1.8817 -1.0224 -0.381
C 0.6456 0.5956 -0.8970 -0.468
C 1.7648 0.6753 0.1569 -0.509
C 2.5876 -0.5112 0.0946 0.653
O 2.2851 -1.6855 0.2909 -0.648
N 3.8685 -0.1127 0.0942 -0.322
O 5.0060 -1.0742 -0.1062 -0.552
N -1.1340 -2.2671 -0.8274 -0.422
O -0.2479 -2.9385 0.1360 -0.582
H -2.0267 -2.1650 1.7721 0.254
H -3.4155 -0.9567 1.2369 0.223
H -0.4546 -0.4730 0.6756 0.214
H -1.5006 0.2201 2.3271 0.222
H -2.4543 0.8277 -0.5385 0.219
H -2.9090 1.5917 1.1761 0.207
H -1.7138 3.2570 0.1007 0.230
H -0.2002 2.5242 1.0151 0.196
H 0.5645 2.7774 -1.1421 0.185
H -0.7648 1.8843 -2.0638 0.216
H 1.2617 0.7771 -1.9250 0.216
H -0.1504 -0.1097 -1.0972 0.274
H 1.4983 0.9026 1.2196 0.256
H 2.4550 1.4758 0.0618 0.224
H 4.1112 0.8213 -0.5529 0.399
H 4.4815 -2.0081 -0.2384 0.492
H -1.4213 -2.8399 -1.6615 0.384
H 0.5930 -2.2795 0.2010 0.516
```



Which of them is the least stable? Correct choice: B.



A | The following is a quantum chemistry calculation of a structure of composition C5H16OSSi2, from the OMol25 dataset.

Values from the calculation:
- HOMO-LUMO gap: 9.42 eV

Structure (XYZ):
```
25
Properties=species:S:1:pos:R:3:nbo_charge:R:1
C -0.1708 -1.5937 2.6177 -0.619
C -0.8245 -3.2234 0.6690 -0.609
C -0.6971 3.9187 -1.6225 -0.693
C -1.0913 -0.7978 0.3116 -0.689
C -0.2386 -1.8807 1.0454 -0.217
O 1.3591 1.2914 -0.7139 -1.285
Si 2.3706 0.8504 -2.0318 1.247
Si -0.0874 1.3662 0.0954 1.416
S -1.4959 2.3855 -1.0074 -0.221
H 0.1028 -0.4686 2.7041 0.209
H 0.4221 -2.2291 3.2346 0.209
H -1.2529 -1.5849 2.9951 0.198
H -0.6785 -3.2943 -0.3824 0.205
H -1.7959 -3.3634 1.0080 0.204
H -0.1587 -3.8784 1.2548 0.206
H -0.1604 3.7392 -2.5999 0.228
H -0.1979 4.2787 -0.8023 0.218
H -1.5528 4.5231 -1.7830 0.225
H -1.0471 -1.3129 -0.6559 0.197
H -2.1399 -0.7590 0.6705 0.202
H 0.7457 -1.7833 0.5613 0.187
H 3.5182 0.0123 -1.5005 -0.199
H 1.9130 -0.0821 -2.9440 -0.216
H 2.6708 2.1976 -2.4919 -0.194
H 0.4874 1.6883 1.3679 -0.209
```



B | The following is a quantum chemistry calculation of an isolated molecule of C5H16OSSi2, from the OMol25 dataset.

Values from the calculation:
- SMILES string: CCCCC[SiH2]O[SiH2]S
- HOMO-LUMO gap: 10.55 eV

Structure (XYZ):
```
25
Properties=species:S:1:pos:R:3:nbo_charge:R:1
C 1.3609 -2.0086 0.4050 -0.618
C 2.1665 -1.1056 -0.5393 -0.393
C 1.7382 0.3694 -0.6206 -0.408
C 1.6445 1.1433 0.7154 -0.395
C 0.3295 1.9208 0.9238 -0.891
Si -1.2854 0.9988 0.8554 1.459
O -1.7227 0.7917 -0.7321 -1.264
Si -2.9006 -0.0846 -1.4455 1.326
S -4.5043 -0.4104 -0.0677 -0.461
H 0.5023 -2.4508 -0.1068 0.204
H 1.9659 -2.8300 0.7937 0.212
H 0.9747 -1.4650 1.2661 0.203
H 2.0957 -1.5175 -1.5509 0.203
H 3.2286 -1.1530 -0.2778 0.194
H 0.7888 0.4524 -1.1593 0.205
H 2.4728 0.8718 -1.2574 0.208
H 1.8135 0.4717 1.5619 0.199
H 2.4642 1.8667 0.7569 0.205
H 0.3463 2.4182 1.9028 0.238
H 0.2653 2.7294 0.1842 0.236
H -2.3390 1.7804 1.5397 -0.208
H -1.1943 -0.3253 1.5130 -0.218
H -3.3900 0.6789 -2.6041 -0.197
H -2.3822 -1.4006 -1.8653 -0.203
H -4.4392 -1.7420 -0.1911 0.163
```



Which of them is the least stable? Correct choice: A.



A | The following is a quantum chemistry calculation of a cluster of 5 separate species, H10O5 in total, from the OMol25 dataset.

Values from the calculation:
- SMILES string: O.O.O.O.O
- HOMO-LUMO gap: 10.56 eV

Structure (XYZ):
```
15
Properties=species:S:1:pos:R:3:nbo_charge:R:1
O -0.0132 1.5087 -0.4522 -0.966
H 0.8711 1.5248 -0.8799 0.476
H -0.0732 2.4375 -0.1783 0.501
O 2.5828 -0.6234 1.2047 -0.933
H 2.9164 -0.1059 0.4896 0.448
H 1.7884 -0.9389 0.8187 0.478
O 0.4002 -1.1137 -0.6748 -0.965
H 0.1896 -0.2632 -1.0274 0.488
H 0.9283 -1.5740 -1.3462 0.485
O -2.7558 1.5335 -0.3626 -0.943
H -1.9005 1.0581 -0.3495 0.481
H -2.6644 2.1697 -1.0607 0.458
O -1.0524 -1.7947 1.5131 -0.945
H -0.2612 -2.2566 1.7156 0.458
H -0.9561 -1.5619 0.5898 0.480
```



B | The following is a quantum chemistry calculation of a cluster of 5 separate species, H10O5 in total, from the OMol25 dataset.

Values from the calculation:
- SMILES string: O.O.O.O.O
- HOMO-LUMO gap: 9.77 eV

Structure (XYZ):
```
15
Properties=species:S:1:pos:R:3:nbo_charge:R:1
O -1.2748 0.5130 -1.9491 -0.980
H -2.0811 -0.0136 -2.0892 0.506
H -0.6305 0.6258 -2.8648 0.511
O -0.8358 -1.9124 0.9413 -1.027
H -0.5276 -0.9312 0.5963 0.488
H -0.8427 -2.5998 0.2989 0.455
O -0.9950 1.3793 2.9208 -0.971
H -0.4315 1.0755 2.1378 0.495
H -0.4991 0.9677 3.7972 0.459
O 2.4212 -0.0341 -1.1352 -0.964
H 3.3988 -0.1424 -0.8456 0.489
H 2.3615 -0.4695 -2.0206 0.479
O -0.1518 0.5427 0.4105 -0.945
H -0.6147 0.6624 -0.4418 0.516
H 0.7032 0.3366 0.2436 0.490
```



Which of them is the least stable? Correct choice: B.



A | The following is a quantum chemistry calculation of a cluster of 5 separate species, H10O5 in total, from the OMol25 dataset.

Values from the calculation:
- SMILES string: O.O.O.O.O
- HOMO-LUMO gap: 10.94 eV

Structure (XYZ):
```
15
Properties=species:S:1:pos:R:3:nbo_charge:R:1
O -1.8864 1.4089 -1.6550 -0.968
H -1.4360 2.1557 -2.0621 0.467
H -1.2498 1.0583 -1.0112 0.489
O -0.6415 -0.9470 2.8653 -0.953
H -1.2495 -1.6738 3.0343 0.485
H -0.8499 -0.2832 3.5320 0.482
O 0.7587 -2.1728 -1.1282 -0.960
H 0.2993 -2.0866 -1.9719 0.484
H 1.1423 -3.0546 -1.1342 0.486
O -0.0678 0.2283 0.2876 -1.012
H -0.2114 -0.1064 1.1881 0.511
H 0.2368 -0.5396 -0.2225 0.503
O 1.6459 2.2353 -0.8842 -0.969
H 1.0424 1.6108 -0.4480 0.492
H 2.4671 2.1667 -0.3899 0.462
```



B | The following is a quantum chemistry calculation of a cluster of 5 separate species, H10O5 in total, from the OMol25 dataset.

Values from the calculation:
- HOMO-LUMO gap: 10.31 eV

Structure (XYZ):
```
15
Properties=species:S:1:pos:R:3:nbo_charge:R:1
O 2.4516 0.8334 -1.0015 -1.154
H 1.2196 1.3039 -0.5785 0.526
H 3.3255 1.0093 -1.0955 0.472
O 0.1946 1.3320 -0.4647 -0.826
H -0.1649 0.3928 -0.3142 0.522
H 0.0319 1.6535 0.3928 0.500
O -0.6626 -0.9006 -0.5126 -1.217
H 0.2725 -0.7273 -1.5727 0.533
O 1.0573 -0.5903 -2.1824 -0.856
H 1.7418 0.1015 -1.8341 0.501
H 1.6313 -1.3259 -2.4322 0.512
H -1.1936 -1.5627 -0.1023 0.485
O -3.1115 -0.6157 3.9704 -0.943
H -2.8663 -1.3939 4.5564 0.475
H -3.4322 0.0781 4.5073 0.468
```



Which of them is the least stable? Correct choice: B.